214
Properties=species:S:1:pos:R:3:forces:R:3 method="wB97M-V/def2-TZVPD" spin_multiplicity=1 homo_lumo_gap_ha=0.3223 e_lumo_ev=-0.41 homo_energy_ev=-9.179
C 1.72952 -3.70309 -0.65666 1.310 -0.441 1.270
C 0.61695 -3.36474 -1.56215 -0.724 -0.424 -0.323
C 0.15895 -4.78032 -1.94992 1.256 0.753 -0.657
O 1.37757 -5.52239 -2.00477 -1.257 -2.028 -0.378
C 2.41535 -4.90329 -1.32044 -0.009 2.018 -0.589
H 1.31021 -4.07887 0.27665 0.231 0.363 0.502
H 2.44738 -2.89357 -0.52453 -0.093 -0.080 0.468
H 1.06564 -2.82769 -2.39782 -0.507 0.070 -0.446
H -0.19151 -2.79704 -1.10151 0.061 0.151 -0.050
H -0.20772 -4.73520 -2.97541 -0.601 -0.521 0.213
H -0.48684 -5.24764 -1.20651 -0.427 0.183 -0.298
H 3.01709 -4.52578 -2.14719 1.045 0.059 0.420
H 2.98032 -5.51261 -0.61501 -0.198 -0.269 -0.198
C 2.09430 -4.41618 -5.36921 0.680 2.170 2.165
C 1.14191 -3.25270 -5.67306 -0.702 0.480 1.237
C 0.72756 -3.44243 -7.10377 0.781 1.123 -0.344
O 1.46683 -4.54322 -7.56940 -0.340 -1.017 -0.077
C 1.86254 -5.38092 -6.43906 -0.586 -0.176 -2.015
H 1.88559 -4.66901 -4.32968 0.058 -0.894 -0.134
H 3.11144 -4.02552 -5.33904 0.178 -0.175 -0.383
H 1.49764 -2.25365 -5.42119 0.714 -0.041 -0.350
H 0.28857 -3.27555 -4.99528 -0.342 -0.478 -0.083
H 1.08438 -2.60783 -7.70728 -0.163 0.221 -0.183
H -0.35847 -3.44868 -7.19650 -0.177 -0.759 -0.272
H 2.74144 -5.89427 -6.82905 -0.074 -0.220 0.412
H 1.05028 -6.07641 -6.22778 0.020 -0.223 0.096
C 0.78065 -0.52786 0.82608 0.233 0.826 1.319
C 0.01195 -0.02244 -0.39032 0.827 0.112 -0.650
C -1.44986 0.00357 0.02239 -0.075 -0.118 1.121
O -1.41995 -0.47314 1.42242 -2.987 -0.473 -1.667
C -0.21403 -0.19963 1.97711 2.275 -0.243 0.287
H 1.74955 -0.05279 0.97986 -0.040 0.306 -0.189
H 1.02592 -1.58928 0.78973 -0.537 -0.163 -0.079
H 0.28727 -0.68875 -1.20784 -0.632 0.099 -0.317
H 0.29923 0.97943 -0.70941 0.280 0.078 0.203
H -2.10271 -0.57692 -0.62946 0.022 -0.762 0.490
H -1.94008 0.97712 0.02123 0.507 0.401 0.043
H -0.07157 -0.79768 2.87718 -0.082 -0.479 -0.094
H -0.11885 0.81320 2.36854 0.021 0.547 -0.476
C -2.17349 -2.30372 -4.09235 -0.129 -1.558 0.929
C -3.32936 -1.47440 -3.56555 1.358 1.503 -1.277
C -4.57511 -2.33881 -3.68864 0.677 -1.238 0.529
O -4.09193 -3.68183 -4.11646 0.120 0.937 0.773
C -2.73366 -3.70474 -3.67911 0.859 0.967 -1.632
H -1.19892 -2.20454 -3.61435 -0.221 0.579 0.417
H -1.93950 -2.17040 -5.14856 -0.529 -0.457 -0.229
H -3.41524 -0.56047 -4.15332 -0.143 0.146 0.236
H -2.97790 -1.19532 -2.57223 -0.951 0.050 0.315
H -5.36879 -2.03850 -4.37274 0.380 0.126 -0.099
H -4.97543 -2.36154 -2.67507 -0.498 -0.574 0.029
H -2.05809 -4.40771 -4.16650 -0.886 -0.799 -0.284
H -2.65355 -3.87985 -2.60626 -0.066 0.215 0.299
C 3.47973 3.95512 -1.92788 1.517 0.249 0.133
C 2.03197 3.55784 -2.30258 0.555 2.232 0.780
C 1.39775 4.93527 -2.07385 -1.167 0.843 -1.756
O 2.34824 5.91943 -2.60099 0.418 -0.704 2.010
C 3.67754 5.51061 -2.10765 -1.946 -1.593 -1.796
H 4.20481 3.49340 -2.59807 0.019 -0.312 0.000
H 3.82163 3.72442 -0.91893 -0.526 -0.449 0.054
H 1.58787 2.81343 -1.64173 0.124 -0.189 -0.268
H 1.94740 3.35181 -3.36958 0.064 -0.284 0.444
H 0.93451 5.11347 -1.10341 1.155 0.197 0.819
H 0.50114 5.12174 -2.66494 0.032 -0.360 -0.552
H 4.05506 6.02397 -1.22332 -0.396 0.142 0.036
H 4.33394 5.63891 -2.96833 0.207 0.496 0.269
C -0.28934 4.62609 1.55924 1.277 0.285 -1.056
C -0.86937 4.00780 2.83823 0.238 -0.691 -0.451
C -2.33127 3.81281 2.42629 -0.713 -0.824 0.238
O -2.35187 3.66485 1.01964 -0.237 0.752 0.032
C -1.36144 4.51227 0.44786 -0.150 -0.660 0.020
H 0.54717 4.08680 1.11481 0.171 -0.757 0.599
H 0.23524 5.56785 1.72050 -0.854 0.617 -0.070
H -0.69714 4.54819 3.76905 -0.315 0.490 -0.282
H -0.33098 3.07662 3.01471 -0.407 -0.344 -0.067
H -2.98135 4.61911 2.76594 0.113 0.590 -0.068
H -2.86730 2.91599 2.73690 0.467 -0.167 0.650
H -1.74208 5.43278 0.00529 -0.343 0.441 0.541
H -1.09043 3.92597 -0.43015 0.762 0.191 -0.058
C -2.04524 -5.23436 2.61620 1.988 -0.431 -0.635
C -1.96670 -4.82207 1.17696 0.390 -0.958 -1.519
C -2.86892 -3.59129 1.07890 0.660 -0.095 0.229
O -3.62287 -3.59870 2.28447 0.007 0.860 1.188
C -3.40160 -4.83966 2.92025 -2.093 -0.393 0.658
H -1.29783 -4.63564 3.13679 -0.069 -0.007 0.491
H -1.79079 -6.28977 2.71342 -0.214 0.011 0.304
H -2.36038 -5.59920 0.52183 -0.286 -0.262 0.117
H -0.92021 -4.79603 0.87321 -0.019 0.913 -0.135
H -3.61785 -3.66888 0.29074 0.458 0.245 -0.511
H -2.24643 -2.69657 1.06940 -0.430 0.324 -0.326
H -4.11584 -5.51163 2.44440 -0.094 -0.658 0.204
H -3.60284 -4.84752 3.99148 -0.320 0.633 0.016
C -3.69912 4.85276 -4.54241 -0.232 -0.018 -0.341
C -3.70263 6.22169 -3.87897 0.048 0.140 1.201
C -2.32233 6.24103 -3.19085 -0.787 0.085 -0.661
O -2.10028 4.87526 -2.81464 0.384 0.353 0.488
C -2.67044 4.01819 -3.78279 -0.607 0.238 -0.838
H -3.27550 4.83892 -5.54662 -0.826 0.558 -0.358
H -4.69005 4.40142 -4.49296 0.046 -0.004 -0.379
H -4.43113 6.26699 -3.06944 -0.212 -0.361 -0.121
H -3.96865 7.08780 -4.48493 0.503 -0.128 -0.360
H -2.26968 6.87795 -2.30785 -0.074 -0.232 0.161
H -1.62273 6.66328 -3.91223 0.704 -0.475 -0.061
H -3.16257 3.12234 -3.40417 0.498 0.109 0.798
H -1.95209 3.70221 -4.53924 0.470 -0.123 0.414
C 5.49432 1.44583 3.56468 0.001 2.739 1.194
C 5.69349 2.96799 3.02291 -0.305 -1.441 0.178
O 4.37763 3.29040 2.54077 -0.802 -1.637 0.202
S 3.54349 1.91174 2.05764 0.197 1.590 -0.500
O 3.71918 1.83205 0.63468 -0.192 -0.491 0.978
O 2.19564 1.94471 2.59041 2.568 -0.345 -0.193
O 4.56665 0.81899 2.75201 -1.781 0.158 -2.373
H 4.87920 1.53244 4.46036 0.939 0.391 0.865
H 6.39395 0.85530 3.73801 -0.140 0.021 -0.458
H 6.42296 3.15885 2.23579 -0.052 -0.723 -0.303
H 5.98529 3.67204 3.80220 -0.492 -0.234 0.356
C -4.23191 -0.80072 3.94879 -1.087 -0.839 0.010
C -5.02323 -0.54512 2.63804 1.278 0.548 0.899
O -6.11238 0.26523 3.10574 -0.927 1.150 1.311
S -5.73503 1.22520 4.43895 3.330 -0.127 -2.519
O -6.62145 1.12620 5.53995 -0.308 -0.492 -0.561
O -5.35090 2.53262 3.93542 -0.856 -1.633 0.693
O -4.33356 0.40338 4.74106 -1.041 0.849 -0.472
H -3.19753 -1.13178 3.85624 -0.119 0.556 -0.237
H -4.76802 -1.55454 4.52537 0.060 -0.311 -0.063
H -5.41896 -1.41028 2.10609 -0.087 -0.171 0.632
H -4.39240 -0.02415 1.91780 -0.125 0.468 0.060
C 4.49007 0.83583 7.05614 -0.157 -0.265 0.405
C 4.50540 2.35695 7.22781 1.277 -0.162 -0.503
O 3.20173 2.85405 7.16035 -2.610 -1.092 0.249
S 2.08628 1.63096 6.87829 -1.112 0.115 0.743
O 1.16294 2.04337 5.80663 2.885 -1.210 2.548
O 1.55719 1.10382 8.14941 1.259 1.333 -2.821
O 3.27857 0.59241 6.38647 -2.119 0.249 -0.953
H 4.51033 0.25501 7.97828 -0.115 0.306 0.290
H 5.27693 0.41745 6.42852 0.094 0.399 -0.086
H 4.95437 2.81421 6.34609 0.737 0.003 0.265
H 5.00696 2.61938 8.15930 -0.140 0.298 -0.112
C -1.33179 -3.36045 7.74579 -0.329 0.071 0.360
C -1.90406 -3.70280 6.34493 1.226 0.479 0.100
O -2.04385 -2.44644 5.70219 0.786 1.552 -0.278
S -0.85502 -1.39444 6.13329 1.907 -1.379 -0.527
O -1.39968 -0.08539 6.16493 0.010 -0.558 0.246
O 0.38947 -1.59585 5.32339 -3.275 -0.103 2.489
O -0.71850 -2.02623 7.70407 -0.256 -0.240 -2.593
H -0.60423 -4.12813 8.00925 0.246 0.348 0.067
H -2.07711 -3.30713 8.53937 -0.101 0.043 -0.185
H -2.86623 -4.20764 6.25849 0.141 0.096 0.479
H -1.12760 -4.25596 5.81651 -0.167 -0.287 -0.168
C 2.12363 1.15585 -5.88919 2.570 -0.628 -1.753
C 0.92150 1.11341 -6.83679 0.366 -0.243 1.528
O -0.13233 1.29573 -5.90782 -1.679 0.105 1.449
S 0.25241 1.04562 -4.31460 0.009 2.542 -1.039
O 0.28584 -0.34317 -3.99414 -0.296 0.452 0.029
O -0.49046 2.03764 -3.53709 1.858 -2.496 -1.493
O 1.83100 1.50456 -4.56972 -2.435 -0.156 0.873
H 2.84810 1.89359 -6.23413 0.080 -0.115 0.050
H 2.58053 0.16734 -5.93590 0.308 -0.011 0.338
H 0.82445 0.12556 -7.28716 0.021 0.181 -0.215
H 0.99067 1.91356 -7.57372 -0.617 -0.022 0.150
C 2.82112 -2.11724 3.15372 1.322 1.769 -0.212
C 3.81835 -2.02450 4.26683 2.456 -0.067 0.427
O 4.33844 -3.39760 4.51450 -1.921 0.057 -0.562
S 3.18860 -4.48063 4.04470 0.652 1.065 1.086
O 2.64548 -5.12788 5.24017 0.345 1.503 -2.532
O 3.74497 -5.27122 2.98903 -0.706 0.380 0.651
O 2.18758 -3.29410 3.38514 -1.455 -3.989 1.220
H 3.26477 -2.11571 2.15809 0.358 -0.049 -0.041
H 2.17137 -1.24384 3.20956 -0.510 -0.326 0.139
H 3.49501 -1.55666 5.19671 -0.561 -0.496 -0.039
H 4.72282 -1.49411 3.96898 -0.098 0.120 -0.197
C 8.40487 -3.70544 0.74097 -1.461 -0.713 -0.339
C 8.36706 -2.70101 -0.34911 -0.213 0.588 -1.288
O 6.99235 -2.47816 -0.70327 -1.402 -0.504 1.430
S 6.06692 -2.54420 0.65487 -0.122 -1.755 -1.593
O 4.95012 -3.45592 0.42733 2.100 1.569 0.602
O 5.73768 -1.19176 1.05610 1.027 -1.558 0.335
O 7.24959 -3.32550 1.54420 -0.876 1.423 0.647
H 9.39283 -3.80298 1.19098 -0.426 0.692 0.931
H 8.14527 -4.71759 0.43070 0.144 0.033 -0.565
H 8.83225 -3.10791 -1.24696 0.221 0.493 -0.004
H 8.66334 -1.69226 -0.06142 1.041 -0.309 0.109
C -7.57835 1.71772 -0.52390 -1.783 -0.090 1.660
C -7.13461 0.26465 -0.35643 -1.403 0.117 -0.586
O -5.75011 0.36798 -0.43041 2.527 0.678 -1.112
S -5.25051 1.50674 -1.54337 1.153 0.111 0.173
O -5.06731 0.87952 -2.88026 -0.961 1.883 3.459
O -4.10051 2.27283 -0.95884 -3.786 -2.177 -1.675
O -6.73529 2.34131 -1.41845 3.773 -0.391 -1.813
H -7.54492 2.22041 0.44267 0.282 0.110 0.145
H -8.57845 1.91396 -0.91042 -0.102 -0.589 -0.034
H -7.54098 -0.37840 -1.13710 0.174 -0.019 -0.328
H -7.39430 -0.21364 0.58798 0.069 0.487 0.160
C -5.58428 4.99999 0.89965 2.017 -0.119 0.249
C -4.93045 5.62267 -0.36576 1.311 0.320 0.480
O -5.91678 5.75027 -1.35254 -2.874 -0.187 -0.660
S -7.43571 5.71817 -0.72121 0.756 0.969 1.466
O -8.32500 4.89172 -1.51096 1.503 1.296 1.197
O -7.83059 7.06428 -0.28079 0.689 -2.716 -1.249
O -6.92546 4.89925 0.62311 -3.080 0.158 -1.396
H -5.39559 5.56117 1.81484 -0.208 0.614 -0.212
H -5.21932 4.00982 1.17251 0.147 -0.211 -0.610
H -4.12411 5.05878 -0.83474 -0.102 -0.482 0.353
H -4.51920 6.61900 -0.20359 -0.115 0.098 0.465
C 4.84120 -0.11042 -2.04190 -0.902 -0.086 0.988
C 3.46399 -0.75920 -2.17110 0.080 0.566 0.524
O 3.68123 -1.97253 -2.87972 0.963 -0.884 -0.931
S 5.11480 -2.02223 -3.70431 0.668 -0.280 0.469
O 4.93035 -1.97923 -5.13707 -0.219 0.470 1.764
O 5.98060 -3.10578 -3.22032 -2.012 2.483 -0.448
O 5.56344 -0.50182 -3.15153 0.724 -2.096 -2.916
H 5.41998 -0.49692 -1.20301 -0.500 0.698 0.505
H 4.65866 0.96276 -2.09717 0.630 0.039 0.416
H 2.75385 -0.09694 -2.66629 0.133 -0.231 -0.601
H 3.01878 -0.93814 -1.19239 0.226 -0.482 0.032